C69H86CsN5O3P3SbSi | ωB97M-V/def2-TZVPD

The geometry in ORCA input format:
```
! RIJCOSX wB97M-V def2-TZVPD def2/J DEFGRID3
* xyz -2 1
Cs -0.657 1.235 -0.610
C 3.336 0.227 4.801
C 2.090 0.540 3.963
C 1.641 -0.707 3.225
P 0.840 1.353 5.088
C -0.124 2.567 4.077
C 0.814 3.460 3.272
C -0.905 3.409 5.093
C -0.369 0.045 5.650
C -0.099 -0.204 7.011
C -0.860 -1.058 7.791
C -1.962 -1.664 7.217
C -2.239 -1.437 5.878
C -1.470 -0.622 5.026
Si -1.923 -0.649 3.080
C -3.890 -0.847 3.062
C -4.595 -1.912 3.641
C -5.980 -2.019 3.587
C -6.713 -1.066 2.897
C -6.048 -0.025 2.261
C -4.658 0.098 2.330
P -3.727 1.452 1.489
C -3.996 2.851 2.701
C -5.324 2.980 3.441
C -3.605 4.173 2.036
C -4.672 2.005 -0.037
C -4.373 0.972 -1.130
C -6.146 2.412 -0.082
C -1.485 -2.513 2.680
C -0.677 -3.286 3.533
C -0.169 -4.528 3.173
C -0.458 -5.057 1.924
C -1.274 -4.336 1.064
C -1.803 -3.094 1.418
P -2.952 -2.178 0.292
C -4.495 -3.241 0.402
C -4.387 -4.764 0.327
C -5.567 -2.707 -0.551
C -2.347 -2.421 -1.471
C -2.567 -3.703 -2.274
C -0.871 -2.024 -1.524
H 4.119 -0.206 4.171
H 3.093 -0.498 5.587
H 3.732 1.122 5.285
H 2.363 1.305 3.232
H 1.383 -1.498 3.934
H 2.450 -1.067 2.586
H 0.771 -0.515 2.592
H -0.811 2.041 3.407
H 1.635 3.840 3.894
H 0.261 4.320 2.887
H 1.252 2.940 2.417
H -0.218 3.862 5.815
H -1.619 2.798 5.653
H -1.454 4.214 4.597
H 0.732 0.320 7.469
H -0.610 -1.219 8.833
H -2.596 -2.324 7.798
H -3.098 -1.945 5.467
H -4.042 -2.721 4.104
H -6.479 -2.861 4.055
H -7.794 -1.132 2.846
H -6.629 0.709 1.720
H -3.243 2.614 3.457
H -6.150 3.230 2.770
H -5.248 3.786 4.181
H -5.584 2.064 3.971
H -4.356 4.485 1.305
H -2.649 4.096 1.508
H -3.520 4.970 2.782
H -4.082 2.897 -0.282
H -4.856 0.022 -0.904
H -3.299 0.793 -1.200
H -4.729 1.320 -2.108
H -6.804 1.541 -0.079
H -6.338 2.955 -1.015
H -6.432 3.067 0.742
H -0.427 -2.893 4.514
H 0.460 -5.078 3.865
H -0.057 -6.018 1.620
H -1.501 -4.756 0.092
H -4.839 -3.011 1.413
H -4.075 -5.121 -0.654
H -5.373 -5.197 0.537
H -3.691 -5.153 1.069
H -5.276 -2.806 -1.601
H -5.775 -1.656 -0.352
H -6.503 -3.259 -0.411
H -2.909 -1.631 -1.985
H -2.033 -4.557 -1.853
H -2.176 -3.546 -3.285
H -3.620 -3.969 -2.366
H -0.245 -2.836 -1.153
H -0.679 -1.153 -0.902
H -0.563 -1.778 -2.544
C 9.005 -4.207 -9.805
O 8.329 -4.987 -8.844
C 7.612 -4.309 -7.891
C 7.086 -5.078 -6.855
C 6.352 -4.485 -5.850
C 6.115 -3.103 -5.838
C 6.635 -2.356 -6.888
C 7.380 -2.945 -7.911
C 5.342 -2.512 -4.748
N 4.766 -3.176 -3.777
C 4.164 -2.232 -2.984
C 4.369 -0.960 -3.479
N 5.118 -1.157 -4.610
C 3.843 0.234 -2.918
C 3.817 1.461 -3.538
C 2.982 2.478 -3.076
C 2.012 2.066 -2.134
N 2.012 0.967 -1.442
C 3.210 0.133 -1.532
C 2.817 -1.315 -1.145
N 2.050 -1.426 -0.062
C 1.789 -2.638 0.427
C 2.275 -3.802 -0.152
C 3.047 -3.699 -1.294
C 3.336 -2.440 -1.813
H 9.618 -4.892 -10.385
H 9.649 -3.460 -9.332
H 8.309 -3.697 -10.477
H 7.264 -6.147 -6.861
H 5.941 -5.074 -5.040
H 6.458 -1.288 -6.937
H 7.753 -2.325 -8.715
H 5.450 -0.432 -5.218
H 4.381 1.608 -4.459
H 2.907 3.438 -3.566
H 1.118 2.691 -2.014
H 1.153 -2.679 1.306
H 2.039 -4.763 0.286
H 3.444 -4.573 -1.796
C 6.057 1.319 1.563
C 6.294 0.204 0.766
C 5.395 -0.148 -0.231
C 4.238 0.597 -0.455
C 4.022 1.723 0.335
C 4.921 2.081 1.335
H 6.743 1.579 2.361
H 7.179 -0.402 0.928
H 5.601 -1.020 -0.844
H 3.132 2.313 0.176
H 4.720 2.956 1.944
O -2.893 4.930 -1.893
C -2.691 3.938 -2.592
C -3.386 3.727 -3.942
C -2.755 2.441 -4.459
C -1.902 1.975 -3.271
O -1.341 0.882 -3.238
N -1.875 2.899 -2.279
H -3.231 4.602 -4.573
H -4.458 3.634 -3.759
H -2.091 2.596 -5.311
H -3.462 1.655 -4.725
C -0.797 6.987 -0.015
Sb -0.204 4.983 -0.555
C 1.876 5.381 -0.030
C 0.150 5.511 -2.615
H -0.128 7.707 -0.489
H -0.758 7.116 1.069
H -1.821 7.149 -0.359
H 2.209 6.324 -0.471
H 2.514 4.574 -0.403
H 1.990 5.435 1.056
H 0.992 6.202 -2.676
H -0.751 5.987 -3.006
H 0.368 4.619 -3.206
*
```

Properties
**LUMO level**: 3.1 eV
**Orbital gap**: 4.4 eV
**E_HOMO**: -1.318 eV



C24H22Cl46O4 | ωB97M-V/def2-TZVPD

The geometry in ORCA input format:
```
! RIJCOSX wB97M-V def2-TZVPD def2/J DEFGRID3
* xyz 0 1
C -5.161 2.829 1.160
C -5.894 1.834 2.022
O -6.711 1.175 1.562
O -5.569 1.685 3.337
C -4.792 0.513 3.663
C -3.628 0.266 2.742
C -3.646 -0.606 1.809
C -2.471 -0.798 0.885
O -2.402 -1.685 0.154
C -1.409 0.279 0.964
Cl -0.251 0.279 -0.321
C -1.379 1.154 1.905
C -2.435 1.110 2.951
O -2.314 1.731 3.926
H -4.928 3.753 1.673
H -4.223 2.353 0.880
H -5.722 2.991 0.255
H -4.453 0.630 4.681
H -5.437 -0.364 3.649
H -4.594 -1.174 1.708
H -0.642 1.965 1.994
C 2.079 3.999 3.044
Cl 1.206 2.675 2.253
Cl 1.620 5.548 2.341
Cl 1.779 3.985 4.779
H 3.138 3.849 2.878
C -5.057 -4.646 1.739
Cl -4.150 -5.929 2.549
Cl -4.292 -3.083 2.074
Cl -5.145 -4.941 0.011
H -6.065 -4.625 2.133
C -1.169 -2.784 4.909
Cl -2.167 -4.130 4.361
Cl -1.731 -1.266 4.197
Cl -1.161 -2.681 6.672
H -0.153 -2.957 4.580
C 1.287 -5.693 6.541
Cl 2.214 -7.146 6.910
Cl 1.511 -5.231 4.848
Cl -0.423 -5.923 6.893
H 1.655 -4.888 7.163
C 4.680 0.837 -0.203
Cl 6.178 1.255 0.653
Cl 4.461 -0.909 -0.357
Cl 3.338 1.586 0.704
H 4.709 1.253 -1.199
C 0.912 -4.687 -4.575
Cl 1.305 -6.367 -4.231
Cl 2.385 -3.732 -4.621
Cl 0.026 -4.557 -6.093
H 0.283 -4.306 -3.781
C 5.511 -1.929 -5.222
Cl 6.229 -3.223 -4.257
Cl 5.835 -0.360 -4.485
Cl 6.127 -1.966 -6.874
H 4.440 -2.080 -5.253
C 7.359 3.731 -2.158
Cl 8.722 4.103 -1.108
Cl 7.240 1.990 -2.426
Cl 5.853 4.355 -1.476
H 7.524 4.211 -3.113
C 2.363 -2.757 -8.966
Cl 3.083 -4.053 -8.007
Cl 2.673 -1.183 -8.219
Cl 2.976 -2.790 -10.621
H 1.294 -2.910 -8.998
C -6.861 5.773 -1.536
Cl -8.422 5.723 -0.723
Cl -5.545 5.763 -0.361
Cl -6.693 4.417 -2.640
H -6.803 6.690 -2.106
C 2.016 -4.111 1.658
Cl 0.728 -4.857 0.712
Cl 3.379 -3.679 0.631
Cl 1.412 -2.690 2.518
H 2.357 -4.832 2.390
C -9.467 9.568 0.971
Cl -8.587 8.128 1.480
Cl -8.729 11.023 1.643
Cl -9.536 9.664 -0.792
H -10.479 9.498 1.345
C 5.591 -6.286 3.929
Cl 4.656 -5.268 2.827
Cl 5.136 -5.982 5.607
Cl 5.384 -7.990 3.527
H 6.636 -6.034 3.811
C 12.316 3.158 -3.026
Cl 10.736 3.596 -3.679
Cl 13.559 4.266 -3.608
Cl 12.281 3.136 -1.262
H 12.560 2.164 -3.372
C -5.975 1.985 -5.424
Cl -5.188 0.425 -5.238
Cl -5.500 2.753 -6.939
Cl -7.725 1.812 -5.327
H -5.652 2.618 -4.608
*
```

Properties
**LUMO level**: -1.2 eV
**Orbital gap**: 8.7 eV
**E_HOMO**: -9.953 eV



C38H53N4OPPdSb | ωB97M-V/def2-TZVPD

The geometry in ORCA input format:
```
! RIJCOSX wB97M-V def2-TZVPD def2/J DEFGRID3
* xyz 3 5
Pd 0.409 3.206 5.272
C 2.370 2.030 6.120
C 2.194 1.793 4.722
C 0.977 1.134 4.445
C 0.328 0.937 5.736
C 1.177 1.630 6.745
H 3.188 2.331 6.694
H 2.851 2.068 3.956
H 0.693 0.668 3.476
H -0.678 0.624 5.647
H 0.928 1.692 7.800
N -0.127 5.102 6.151
H 0.610 5.333 6.808
H -0.940 4.951 6.770
H -0.452 5.935 5.631
O -3.300 -3.145 -0.072
P -3.452 -3.728 -1.400
N -3.267 -5.516 -0.905
C -3.870 -6.601 -1.595
C -3.075 -7.833 -1.045
C -2.849 -7.469 0.429
C -2.749 -5.955 0.439
N -2.353 -3.421 -2.584
C -1.249 -2.430 -2.309
C -0.736 -2.190 -3.736
C -1.252 -3.400 -4.638
C -2.056 -4.298 -3.757
N -4.966 -3.770 -2.034
C -6.221 -3.557 -1.161
C -7.069 -2.609 -2.085
C -6.745 -2.985 -3.504
C -5.287 -3.440 -3.446
H -3.785 -6.473 -2.695
H -4.979 -6.647 -1.486
H -2.181 -8.040 -1.551
H -3.707 -8.687 -1.143
H -2.031 -8.023 0.867
H -3.689 -7.860 0.944
H -1.663 -5.572 0.332
H -3.283 -5.388 1.184
H -0.468 -2.858 -1.591
H -1.724 -1.477 -1.969
H 0.488 -2.104 -3.667
H -1.220 -1.307 -4.095
H -0.394 -3.959 -5.017
H -1.842 -3.085 -5.498
H -1.408 -5.096 -3.468
H -2.866 -4.762 -4.270
H -5.974 -3.105 -0.161
H -6.655 -4.479 -0.977
H -6.836 -1.552 -1.911
H -8.125 -2.716 -1.886
H -6.992 -2.260 -4.279
H -7.370 -3.840 -3.842
H -4.641 -2.665 -3.727
H -5.230 -4.262 -4.217
C 5.309 1.970 -2.267
C 4.797 3.358 -2.136
C 5.577 4.358 -2.792
C 5.051 5.640 -2.948
C 3.757 6.042 -2.433
C 3.130 5.108 -1.651
C 3.688 3.837 -1.428
Sb 2.718 2.411 -0.220
C 4.125 1.914 1.290
C 4.164 0.502 1.344
C 4.822 -0.148 2.331
C 5.574 0.587 3.219
C 5.633 1.952 3.103
C 4.844 2.696 2.125
C 4.829 4.236 2.072
C 1.002 3.227 0.517
C 0.949 3.807 1.815
C -0.145 4.632 2.135
C -1.219 4.691 1.274
C -1.239 3.960 0.039
C -0.120 3.317 -0.377
C -0.061 2.618 -1.758
H 4.549 1.290 -1.834
H 6.321 1.750 -1.894
H 5.345 1.717 -3.356
H 6.418 4.092 -3.389
H 5.617 6.277 -3.636
H 3.327 6.978 -2.811
H 2.208 5.366 -1.128
H 3.570 -0.094 0.664
H 4.788 -1.275 2.287
H 6.184 0.081 3.969
H 6.354 2.529 3.593
H 4.139 4.642 2.794
H 4.405 4.523 1.098
H 5.821 4.708 2.168
H 1.724 3.721 2.487
H -0.120 5.298 2.968
H -2.110 5.351 1.397
H -2.090 4.093 -0.614
H 0.895 2.904 -2.349
H -0.899 2.921 -2.472
H -0.082 1.545 -1.638
*
```

Properties
**LUMO level (spin up / spin down)**: -6.3 / -9.5 eV
**Orbital gap (spin up / spin down)**: 8.9 / 5.9 eV
**E_HOMO (spin up / spin down)**: -15.191 / -15.381 eV



C40H65BrClIrN5O2P2 | ωB97M-V/def2-TZVPD

The geometry in ORCA input format:
```
! RIJCOSX wB97M-V def2-TZVPD def2/J DEFGRID3
* xyz 4 2
Ir 0.326 0.576 -0.335
O -0.428 -0.870 0.937
P -0.710 -1.851 2.060
N -1.450 -1.261 3.339
C -2.837 -0.714 3.241
C -2.955 0.180 4.473
C -2.061 -0.517 5.500
C -0.853 -0.953 4.677
N -1.522 -3.103 1.475
C -2.212 -4.127 2.290
C -3.494 -4.374 1.502
C -3.073 -4.218 0.027
C -1.767 -3.393 0.039
N 0.782 -2.440 2.731
C 2.072 -1.782 2.545
C 3.108 -2.853 2.879
C 2.379 -3.712 3.917
C 0.940 -3.724 3.401
H -3.558 -1.532 3.293
H -2.987 -0.192 2.295
H -3.986 0.264 4.806
H -2.572 1.181 4.262
H -2.572 -1.385 5.918
H -1.768 0.131 6.323
H -0.335 -1.814 5.098
H -0.136 -0.131 4.592
H -2.369 -3.782 3.311
H -1.604 -5.038 2.317
H -4.246 -3.633 1.768
H -3.901 -5.360 1.712
H -3.847 -3.716 -0.548
H -2.901 -5.188 -0.432
H -1.828 -2.461 -0.520
H -0.940 -3.971 -0.364
H 2.114 -0.951 3.269
H 2.140 -1.358 1.539
H 4.035 -2.431 3.259
H 3.329 -3.445 1.992
H 2.413 -3.245 4.902
H 2.790 -4.715 4.003
H 0.183 -3.844 4.183
H 0.768 -4.524 2.666
O 1.946 -0.487 -0.773
P 3.024 -0.871 -1.870
C 3.274 -2.670 -2.032
C 2.473 -3.470 -3.085
C 1.160 -4.084 -2.609
C 1.365 -4.855 -1.312
C 1.917 -3.918 -0.245
C 3.282 -3.359 -0.651
C 4.665 -0.135 -1.470
C 4.529 1.186 -0.686
C 4.542 1.004 0.832
C 5.764 0.235 1.312
C 5.873 -1.123 0.634
C 5.784 -1.031 -0.889
C 2.580 -0.288 -3.550
C 2.971 1.145 -3.966
C 2.021 2.204 -3.423
C 0.591 1.931 -3.876
C 0.151 0.566 -3.394
C 1.082 -0.555 -3.826
H 4.301 -2.646 -2.411
H 3.124 -4.296 -3.384
H 2.320 -2.890 -3.994
H 0.789 -4.746 -3.391
H 0.393 -3.314 -2.446
H 2.066 -5.678 -1.477
H 0.428 -5.306 -0.988
H 2.026 -4.453 0.703
H 1.212 -3.086 -0.089
H 3.999 -4.183 -0.689
H 3.635 -2.663 0.111
H 4.983 0.112 -2.488
H 3.628 1.723 -0.993
H 5.377 1.818 -0.959
H 3.627 0.477 1.147
H 4.538 1.989 1.304
H 5.728 0.111 2.395
H 6.663 0.821 1.105
H 5.099 -1.788 1.033
H 6.826 -1.586 0.889
H 5.772 -2.029 -1.322
H 6.719 -0.589 -1.246
H 3.169 -0.970 -4.172
H 2.939 1.177 -5.058
H 3.997 1.383 -3.691
H 2.345 3.196 -3.740
H 2.053 2.182 -2.329
H 0.536 1.927 -4.969
H -0.087 2.718 -3.544
H -0.872 0.331 -3.692
H 0.138 0.534 -2.217
H 0.945 -0.669 -4.906
H 0.759 -1.493 -3.375
Cl -0.238 5.883 -1.794
C 0.561 4.756 -0.800
C 1.523 5.142 0.130
C 2.122 4.166 0.914
C 1.769 2.843 0.753
N 0.849 2.482 -0.158
C 0.245 3.417 -0.916
H 1.791 6.186 0.241
H 2.868 4.434 1.649
H 2.219 2.056 1.340
H -0.508 3.095 -1.618
Br -5.615 3.408 0.585
C -3.992 2.561 0.368
C -3.747 1.760 -0.747
C -2.517 1.158 -0.877
N -1.533 1.318 0.029
C -1.780 2.071 1.123
C -2.983 2.700 1.326
H -4.508 1.605 -1.499
H -2.306 0.512 -1.720
H -0.981 2.162 1.848
H -3.145 3.295 2.215
*
```

Properties
**LUMO level (spin up / spin down)**: -13.4 / -13.7 eV
**Orbital gap (spin up / spin down)**: 5.8 / 5.5 eV
**E_HOMO (spin up / spin down)**: -19.167 / -19.167 eV



Looking at relative energy (zero: lowest compared OMol25 entry of this formula, charge and spin) for the records above, in order, we have 0.00; 20.72; 35.68; 0.00 kcal/mol.
Looking at M for the records above, in order, we have 1409.15; 2005.27; 841.02; 1017.52 u.
Looking at total energy for the records above, in order, we have -4754.40680; -22397.31230; -2482.47293; -5807.37690 hartree.